(1)
Computed, not measured: one molecule with the formula C3H8N2OS, with the ωB97M-V functional and the def2-TZVPD basis.

Geometry as XYZ:
```
15
Properties=species:S:1:pos:R:3:forces:R:3
H 1.949 1.185 -0.011 1.356 0.271 -0.524
N 0.988 1.150 0.220 -2.011 -1.013 0.727
C 0.566 -0.016 -0.031 0.309 -1.744 -1.598
C -0.835 -0.633 0.185 0.459 -0.001 1.881
C -1.701 0.331 0.933 -2.106 1.257 -0.011
S -2.408 1.814 -0.017 3.059 -0.442 -0.532
N 1.339 -1.004 -0.819 -0.700 -0.242 1.595
O 2.665 -0.598 -0.919 1.791 0.168 -3.044
H -1.253 -0.976 -0.740 -0.082 -0.286 -0.508
H -0.821 -1.483 0.968 0.639 0.743 -1.559
H -2.701 -0.112 1.291 1.910 0.361 -0.092
H -1.015 0.701 1.703 -0.936 0.211 0.375
H -1.089 2.178 -0.545 -2.241 -0.380 0.859
H 1.387 -1.907 -0.286 -0.356 1.006 -0.651
H 2.926 -0.631 -1.934 -1.090 0.091 3.083
```
Forces are in eV/Å.

Output
E_LUMO: 0.6094 eV
SMILES: [H]/N=C(/CCS)NO
2S+1: 1
Orbital gap: 9.4 eV
Energy relative to the best compared isomer or geometry (same formula, charge and spin): 325.7 kJ/mol
Total charge: 0

=====

(2)
Computed, not measured: one molecule with the formula C2H2O3S, with the ωB97M-V functional and the def2-TZVPD basis.

Geometry as XYZ:
```
8
Properties=species:S:1:pos:R:3:forces:R:3
C -1.579 -0.084 0.142 2.844 -5.457 -0.094
C -0.161 -0.582 0.036 1.286 1.797 0.159
O -1.929 1.057 0.125 -1.393 4.724 0.115
O 0.176 -1.701 -0.189 -0.216 -0.463 0.021
O 0.809 0.472 0.283 -2.588 -0.583 0.091
S 2.423 0.258 -0.062 0.041 -0.215 -0.185
H -2.276 -0.940 0.181 -0.034 0.378 -0.059
H 2.536 1.520 -0.515 0.060 -0.181 -0.048
```
Forces are in eV/Å.

Output
E_LUMO (alpha / beta): 0.5046 / -3.7283 eV
2S+1: 3
Orbital gap (alpha / beta): 8.5 / 5.6 eV
Energy relative to the best compared isomer or geometry (same formula, charge and spin): 9.8 kJ/mol
Total charge: 0
<S²>: 2.010

=====

(3)
Computed, not measured: C4H5O6Tb as an isolated structure, with the ωB97M-V functional and the def2-TZVPD basis.

Geometry as XYZ:
```
16
Properties=species:S:1:pos:R:3:forces:R:3
O 1.008 -0.133 0.020 0.519 -0.833 -1.354
C 1.470 0.758 0.782 -0.218 0.401 0.357
O 2.627 1.229 0.615 1.229 -0.338 -1.224
O 0.743 1.261 1.774 0.610 -0.908 -0.955
Tb 3.186 -0.152 -1.533 -1.899 1.073 2.728
C -0.618 0.738 1.933 1.443 1.109 0.399
C -1.159 1.637 3.003 -2.480 -1.062 -0.069
H -1.151 0.906 0.991 0.002 -0.289 0.315
H -0.586 -0.311 2.253 -0.067 0.294 -0.256
H -1.041 2.708 2.800 -0.026 -0.359 0.011
O -0.640 1.281 4.285 0.692 -0.278 -0.778
C -1.265 1.786 5.337 -1.187 0.471 0.262
O -2.232 2.507 5.309 0.465 -0.160 -0.110
O -0.683 1.321 6.434 0.477 -0.230 0.223
H -1.137 1.671 7.212 -0.133 0.114 -0.148
H -2.239 1.319 2.943 0.576 0.994 0.599
```
Forces are in eV/Å.

Output
E_LUMO (alpha / beta): -4.7192 / -6.0705 eV
2S+1: 8
Orbital gap (alpha / beta): 8.0 / 6.7 eV
Energy relative to the best compared isomer or geometry (same formula, charge and spin): 0.0 kJ/mol
Total charge: +1
<S²>: 15.770

=====

(4)
Computed, not measured: C13H30ClIrO2P2 as an isolated structure, with the ωB97M-V functional and the def2-TZVPD basis.

Geometry as XYZ:
```
49
Properties=species:S:1:pos:R:3:forces:R:3
C 0.213 0.031 -3.708 -0.018 -0.445 -1.151
C 0.931 0.298 -2.435 2.664 0.905 -0.540
H 0.955 -0.175 -4.491 -0.169 0.166 0.104
H -0.371 0.917 -3.993 0.144 -0.080 0.146
H -0.469 -0.818 -3.620 0.138 0.328 0.056
O 2.090 0.692 -2.405 -2.454 -0.693 -0.228
Cl -2.019 0.076 -1.631 -1.788 -0.125 -0.642
Ir 0.141 0.021 -0.443 -1.002 -0.283 1.530
P -0.117 2.397 -0.496 -0.920 3.647 -0.402
C 1.411 3.230 0.053 0.328 -0.973 0.064
C -0.491 3.153 -2.117 0.110 -0.605 -0.038
H -0.669 4.227 -1.971 0.091 -0.216 0.026
H -1.608 4.117 0.347 0.165 -0.200 -0.085
H -1.390 2.685 -2.535 0.124 0.242 0.024
H -2.377 2.502 0.371 0.039 0.223 0.093
H 2.233 2.927 -0.608 -0.047 0.196 0.141
H 0.353 3.013 -2.802 -0.168 0.164 0.069
C -1.452 3.054 0.574 -0.001 -0.551 0.100
H 1.276 4.318 -0.001 -0.227 -0.157 -0.079
H -1.186 2.953 1.633 -0.071 0.057 -0.224
H 1.654 2.944 1.083 -0.007 0.153 -0.184
P 0.037 -2.336 -0.676 -0.570 -3.451 -0.797
C 1.564 -3.094 -0.026 0.218 0.834 0.012
C -1.326 -3.122 0.263 -0.159 0.548 0.144
H -1.119 -2.683 -2.776 0.115 -0.193 0.046
H -0.204 -4.136 -2.273 0.037 0.239 0.060
H 0.662 -2.744 -2.989 -0.152 -0.181 0.042
C -0.175 -3.040 -2.346 0.156 0.478 0.021
H -2.259 -2.586 0.053 0.066 -0.247 0.072
H -1.433 -4.165 -0.060 0.174 0.203 -0.033
H 1.503 -4.186 -0.111 -0.187 0.163 -0.060
H 1.703 -2.813 1.025 0.024 -0.160 -0.192
H -1.119 -3.097 1.340 -0.038 -0.002 -0.232
H 2.419 -2.729 -0.608 -0.048 -0.209 0.125
C 1.909 0.026 0.121 8.970 -0.149 2.511
O 3.032 0.030 0.436 -4.218 -0.009 -1.107
C 0.725 0.789 3.148 -0.097 -0.091 -0.011
C -0.036 -0.427 2.622 3.248 0.673 -0.657
C -0.958 -0.968 3.712 -2.053 -0.456 -0.229
C -0.869 -0.085 1.367 -2.847 0.386 1.394
H 0.026 1.593 3.413 0.145 -0.155 0.000
H 1.449 1.175 2.423 -0.005 -0.038 0.179
H 1.281 0.506 4.052 -0.059 0.152 -0.227
H 0.695 -1.210 2.347 -0.174 0.050 0.418
H -1.688 -0.202 3.998 0.126 -0.167 -0.051
H -1.503 -1.855 3.374 0.024 0.120 0.230
H -0.372 -1.239 4.597 0.439 0.077 -0.251
H -1.659 -0.833 1.226 -0.050 0.176 -0.266
H -1.393 0.865 1.543 -0.018 -0.347 0.080
```
Forces are in eV/Å.

Output
E_LUMO (alpha / beta): -10.3673 / -15.5800 eV
2S+1: 6
Orbital gap (alpha / beta): 6.5 / 5.6 eV
Total charge: +3
<S²>: 8.774

=====

(5)
Computed, not measured: a 2-piece molecular cluster, C5H15NO overall, with the ωB97M-V functional and the def2-TZVPD basis.

Geometry as XYZ:
```
22
Properties=species:S:1:pos:R:3:forces:R:3
C -1.233 -2.040 1.016 0.441 2.042 -0.813
C -0.085 -1.152 0.417 0.453 -1.185 0.931
C -0.568 0.285 0.210 0.108 0.838 -0.471
C -1.798 0.387 -0.693 -0.722 1.217 -1.081
N 0.452 1.190 -0.300 0.778 -0.382 -0.974
C 1.102 2.275 0.405 0.227 -0.725 -0.216
H -1.558 -1.474 1.887 -0.483 -0.548 0.323
H -1.983 -1.935 0.226 -0.388 -0.328 0.415
H -1.090 -3.097 1.196 0.529 0.028 0.177
H 0.353 -1.738 -0.391 -0.422 0.796 -0.895
H 0.825 -1.017 1.004 -0.224 -0.388 0.753
H -0.736 0.752 1.190 -0.624 -0.581 0.154
H -1.887 1.388 -1.144 0.342 0.146 0.542
H -2.807 0.265 -0.289 0.341 -0.638 0.360
H -1.704 -0.187 -1.620 0.075 -0.656 0.336
H 0.535 1.243 -1.300 -0.262 0.057 -0.019
H 1.891 1.899 1.059 -0.108 0.044 0.416
H 1.644 2.862 -0.336 -0.200 0.232 -0.022
H 0.423 2.922 0.960 -0.103 0.075 0.074
O 2.620 -1.087 -0.818 0.276 -0.139 -0.076
H 2.333 -0.289 -1.262 -0.341 0.363 0.187
H 3.271 -1.450 -1.417 0.308 -0.264 -0.102
```
Forces are in eV/Å.

Output
E_LUMO: 0.8197 eV
SMILES: CC[C@H](C)NC.O
2S+1: 1
Orbital gap: 9.0 eV
Energy relative to the best compared isomer or geometry (same formula, charge and spin): 153.1 kJ/mol
Total charge: 0

=====

(6)
Computed, not measured: a 8-piece molecular cluster, C20H62O26P6 overall, with the ωB97M-V functional and the def2-TZVPD basis.

Geometry as XYZ:
```
114
Properties=species:S:1:pos:R:3:forces:R:3
C -1.366 -6.868 3.105 -0.268 -1.148 0.178
O -2.005 -5.736 2.531 0.327 0.132 -0.338
P -3.565 -5.568 2.605 -0.255 0.180 0.237
O -4.171 -5.702 3.921 -0.235 0.011 0.281
O -3.816 -4.161 1.940 0.294 -0.297 -0.123
C -3.278 -3.908 0.633 -0.091 0.213 -0.619
O -4.064 -6.643 1.547 0.380 -0.176 -0.359
C -5.445 -6.786 1.284 -0.734 -0.378 -0.355
H -0.817 -6.587 3.998 0.120 0.167 -0.093
H -0.730 -7.368 2.375 0.253 0.518 -0.100
H -2.080 -7.652 3.381 -0.178 0.326 0.149
H -2.428 -3.233 0.693 -0.109 0.144 0.087
H -4.086 -3.482 0.040 0.107 0.275 0.074
H -2.947 -4.792 0.085 -0.039 -0.239 0.418
H -6.038 -6.655 2.189 0.011 0.074 -0.022
H -5.628 -7.784 0.880 0.249 -0.097 0.285
H -5.793 -6.121 0.488 0.227 0.357 0.270
C -2.959 2.744 2.473 0.285 0.414 0.100
O -3.427 2.423 1.163 0.105 -0.270 -0.116
P -4.576 3.260 0.497 0.897 0.131 -0.281
O -4.429 4.715 0.502 -0.312 0.182 0.339
O -5.890 2.693 1.161 -0.378 -0.175 -0.001
C -6.821 3.514 1.867 0.083 0.352 0.412
O -4.496 2.607 -0.943 -0.381 -0.313 0.098
C -5.623 2.630 -1.801 -0.461 0.375 -0.557
H -3.650 3.397 3.009 -0.060 -0.087 -0.020
H -2.007 3.268 2.374 -0.018 -0.039 0.010
H -2.822 1.818 3.027 -0.080 -0.045 -0.057
H -7.711 3.664 1.261 0.015 0.086 -0.026
H -6.357 4.462 2.141 -0.122 0.098 -0.294
H -7.095 3.029 2.803 0.014 -0.299 -0.170
H -5.389 3.191 -2.709 0.251 -0.086 0.055
H -6.492 3.139 -1.377 0.097 -0.130 0.262
H -5.913 1.617 -2.077 0.109 -0.067 0.142
C -0.264 0.864 0.723 0.271 0.426 -0.299
O -0.795 -0.395 0.295 0.290 -0.212 0.460
P -0.474 -0.924 -1.152 -0.200 0.844 0.535
O -1.014 -2.248 -1.388 -0.270 -0.779 -0.283
O 1.090 -0.765 -1.262 0.454 -0.059 0.135
C 1.799 -1.396 -2.331 0.374 0.327 -0.722
O -1.021 0.246 -2.075 0.193 -0.579 -0.410
C -2.447 0.376 -2.112 -0.865 0.565 -0.458
H 0.805 0.797 0.939 -0.067 -0.251 0.134
H -0.810 1.182 1.603 -0.046 -0.069 0.013
H -0.366 1.612 -0.064 -0.261 0.039 0.088
H 2.098 -0.629 -3.049 -0.314 -0.048 -0.143
H 1.186 -2.161 -2.802 0.009 -0.013 -0.029
H 2.745 -1.831 -2.011 -0.251 -0.091 0.582
H -2.823 0.320 -3.137 0.427 0.079 -0.120
H -2.684 1.354 -1.702 -0.076 -0.061 0.108
H -3.015 -0.393 -1.587 0.484 -0.098 0.364
C 3.105 -3.177 0.856 0.650 -0.694 -0.105
O 4.433 -3.747 1.051 -0.360 -0.017 0.166
P 4.751 -4.369 2.464 -0.112 -0.011 -0.133
O 3.787 -5.318 2.993 -0.430 -0.076 0.403
O 6.174 -4.938 2.141 0.751 -0.214 -0.323
C 6.972 -5.457 3.208 0.274 0.389 0.353
O 4.992 -3.137 3.441 -0.082 0.197 0.116
C 5.986 -2.164 3.099 0.604 -0.201 0.265
H 2.373 -3.472 1.607 0.291 0.011 0.291
H 2.775 -3.624 -0.077 -0.162 0.583 -0.251
H 3.285 -2.111 0.858 -0.576 0.232 -0.344
H 6.393 -5.523 4.129 -0.002 -0.233 -0.007
H 7.808 -4.776 3.383 -0.063 0.033 -0.052
H 7.393 -6.421 2.938 -0.283 -0.113 -0.135
H 5.651 -1.181 3.419 -0.166 -0.010 -0.225
H 6.244 -2.211 2.042 -0.241 0.252 -0.087
H 6.909 -2.369 3.648 -0.113 -0.119 0.063
C 3.927 4.722 3.200 -0.246 0.140 0.140
O 3.654 3.825 2.111 -0.136 -0.198 -0.384
P 4.767 2.742 1.822 -0.636 0.236 0.416
O 6.093 3.285 1.602 0.684 -0.143 0.086
O 4.685 1.755 3.075 0.280 -0.184 -0.192
C 3.556 0.892 3.265 -0.044 0.062 -0.024
O 4.125 1.929 0.615 -0.366 0.108 0.296
C 4.782 0.705 0.329 0.666 -0.948 -0.648
H 4.983 4.728 3.463 0.019 -0.029 -0.022
H 3.321 4.417 4.053 0.093 -0.027 0.029
H 3.626 5.724 2.904 -0.001 -0.045 -0.137
H 3.265 0.949 4.310 -0.001 -0.019 0.025
H 3.845 -0.130 3.019 -0.035 0.007 0.071
H 2.712 1.174 2.635 0.001 0.110 0.029
H 4.914 0.594 -0.748 0.043 0.355 0.003
H 4.232 -0.189 0.629 -0.451 0.346 0.323
H 5.764 0.633 0.803 0.019 0.201 -0.075
C -1.228 6.850 -0.521 -0.329 0.311 0.498
O -0.451 6.023 -1.388 0.531 0.108 0.030
P -0.065 4.561 -0.956 -0.592 -0.504 0.198
O -0.013 4.263 0.475 -0.132 0.018 0.075
O -1.174 3.672 -1.680 0.343 -0.449 0.111
C -1.333 3.711 -3.098 -0.819 -0.078 0.045
O 1.269 4.319 -1.751 0.319 0.308 -0.451
C 1.781 2.972 -1.831 -0.572 0.131 -0.678
H -1.427 6.406 0.455 0.203 -0.327 -0.140
H -2.196 7.037 -0.982 0.105 0.124 -0.148
H -0.675 7.770 -0.344 -0.082 0.070 -0.222
H -0.907 4.618 -3.520 0.096 -0.067 -0.133
H -2.411 3.697 -3.273 0.044 0.222 -0.047
H -0.960 2.802 -3.573 0.414 0.088 0.164
H 1.882 2.573 -0.827 0.240 -0.224 -0.072
H 2.700 2.992 -2.410 0.302 0.288 0.480
H 1.103 2.391 -2.463 -0.180 -0.227 0.452
C 4.270 -0.048 -6.563 0.607 0.033 0.158
O 3.770 -0.765 -5.440 -0.124 0.089 -0.191
H 4.667 0.903 -6.210 -0.288 0.081 0.095
H 5.135 -0.555 -7.005 -0.200 -0.157 -0.144
H 3.506 0.128 -7.321 -0.018 0.035 -0.008
H 3.296 -1.524 -5.789 -0.005 -0.085 0.132
C -5.444 0.161 -6.294 -0.120 0.383 -0.280
O -4.528 0.630 -5.315 0.044 -0.196 0.149
H -6.480 0.253 -5.958 -0.002 -0.110 0.028
H -5.337 0.729 -7.224 -0.038 -0.015 0.007
H -5.236 -0.881 -6.523 0.117 -0.045 0.209
H -4.893 1.420 -4.907 0.014 0.006 -0.071
```
Forces are in eV/Å.

Output
E_LUMO: 0.2957 eV
SMILES: COP(=O)(OC)OC.COP(=O)(OC)OC.COP(=O)(OC)OC.COP(=O)(OC)OC.COP(=O)(OC)OC.COP(=O)(OC)OC.CO.CO
2S+1: 1
Orbital gap: 10.5 eV
Energy relative to the best compared isomer or geometry (same formula, charge and spin): 106.7 kJ/mol
Total charge: 0

=====

Number 1: largest force on an atom 3.54 eV/Å. Number 2: largest force on an atom 6.15 eV/Å. Number 3: largest force on an atom 3.49 eV/Å. Number 4: largest force on an atom 9.32 eV/Å. Number 5: largest force on an atom 2.24 eV/Å. Number 6: largest force on an atom 1.33 eV/Å.